(1)
Entry from the Open Molecules 2025 dataset: a molecular structure, C39H30N12O2SSn in a non-equilibrium geometry (wB97M-V/def2-TZVPD).

XYZ file:
```
85
Properties=species:S:1:pos:R:3:forces:R:3:mulliken_charge:R:1
Sn 16.23813 6.11091 12.93353 0.5 0.0 -0.7 1.093
C 15.67742 4.80797 17.50604 0.2 -0.1 0.0 -0.549
C 16.04824 4.52713 16.19968 -0.5 -0.1 0.2 -0.527
N 15.21353 4.76629 15.20577 -0.2 -0.1 -0.3 -0.280
C 14.02930 5.32172 15.46375 0.3 -0.1 0.5 1.083
C 13.70272 5.65525 16.78064 -0.1 -0.1 -0.3 -0.486
N 14.52139 5.39104 17.79151 -0.2 0.0 0.0 -0.115
C 13.14213 5.53357 14.29347 -0.7 0.0 0.0 -0.691
C 11.76436 5.72197 14.40555 0.4 -0.2 -0.5 -0.712
C 10.99433 5.77963 13.23693 0.7 0.1 0.2 0.342
C 11.63440 5.62125 12.01784 0.3 -0.2 -0.3 -0.450
C 13.01521 5.42906 11.98920 -0.2 0.1 -0.2 -0.391
N 13.73414 5.43934 13.10196 0.2 -0.1 0.2 0.108
C 13.79181 5.18394 10.73618 -0.3 -0.1 -0.4 0.343
C 13.17664 4.85641 9.52298 0.5 0.2 0.4 -0.110
N 13.88592 4.58373 8.42924 0.1 0.0 0.2 -0.575
C 15.20738 4.63491 8.54350 -0.2 0.0 0.1 -0.429
C 15.84156 4.97702 9.73940 -0.3 -0.1 -0.4 -0.311
N 15.13010 5.23695 10.81494 -0.4 0.2 0.5 0.070
C 9.55610 6.00733 13.29325 -0.7 0.1 0.0 0.375
C 8.68615 5.32563 12.44801 -0.1 0.3 0.5 -0.501
C 7.32202 5.57637 12.55212 0.2 -0.3 -0.4 -0.435
N 6.78447 6.44612 13.39432 0.2 0.1 0.3 -0.568
C 7.62372 7.09337 14.20033 0.5 -0.1 -0.3 -0.408
C 9.00915 6.92414 14.18446 -0.5 -0.2 -0.1 -0.547
H 16.32792 4.54389 18.32789 0.1 0.0 0.1 0.489
H 16.99723 4.08867 15.94615 0.3 -0.1 0.0 0.507
H 12.75219 6.11696 17.02281 0.0 0.1 0.0 0.380
H 11.26421 5.73749 15.35589 0.0 0.1 0.3 0.825
H 11.06086 5.65025 11.10238 0.0 0.0 0.0 0.677
H 12.10245 4.81356 9.43585 -0.1 -0.1 -0.1 0.379
H 15.78287 4.38799 7.67101 0.2 0.0 -0.3 0.428
H 16.91026 5.04933 9.83496 0.3 0.0 -0.1 0.482
H 9.05761 4.57822 11.77264 0.0 -0.2 -0.3 0.516
H 6.64203 5.03014 11.90835 -0.1 0.1 0.0 0.380
H 7.19542 7.80890 14.87473 -0.3 0.2 0.2 0.384
H 9.62996 7.51070 14.84370 0.1 0.1 0.1 0.486
C 9.67632 6.72445 21.96900 0.3 0.0 -0.3 -0.865
O 10.92256 6.12474 21.48067 -0.4 0.4 0.1 -0.357
C 11.99416 6.85181 21.29767 -0.1 -0.3 0.1 0.996
C 12.08200 8.23353 21.59775 0.1 -0.2 0.0 -0.474
C 13.25235 8.87025 21.32446 0.2 0.3 0.0 -0.351
C 14.35924 8.20834 20.70844 -0.2 -0.1 -0.1 -0.122
C 14.26091 6.78338 20.46268 -0.1 0.6 0.4 -0.262
C 13.11042 6.13356 20.76569 0.1 0.2 -0.1 -0.639
N 15.34319 9.01748 20.27626 0.0 -1.3 -0.4 -0.730
N 16.34517 8.49445 19.68851 0.3 0.3 -0.5 -0.041
C 16.79135 8.29677 18.49248 -0.3 -0.2 0.9 0.223
C 18.15078 7.74234 18.33252 0.2 -0.2 -0.7 -0.702
C 18.56972 7.25942 17.13663 -0.7 0.8 1.6 -0.787
C 17.66478 7.26606 15.99824 0.4 -1.3 -2.1 0.272
O 17.97784 6.67957 14.95629 -0.7 0.4 1.7 -0.335
C 16.33879 7.92571 16.08214 -0.2 0.3 0.4 0.085
N 15.57504 7.94744 14.98468 0.4 0.0 0.3 0.474
C 14.39804 8.54780 15.05927 -0.1 0.1 -0.2 -0.027
C 13.93841 9.16206 16.20886 -0.1 0.3 0.1 -1.555
C 14.70959 9.11880 17.34834 -0.2 0.0 0.1 -0.539
C 15.92522 8.46289 17.30570 0.3 0.0 -0.2 0.974
H 8.95288 5.92201 21.99304 0.1 -0.2 0.0 0.251
H 9.32908 7.50988 21.29568 0.2 -0.1 -0.1 0.382
H 9.81633 7.12131 22.96418 0.1 0.0 0.3 0.391
H 11.25455 8.75518 22.05556 0.0 0.0 -0.1 0.493
H 13.36556 9.92322 21.53421 0.0 0.1 0.0 0.497
H 15.09544 6.24569 20.05641 0.2 -0.1 -0.1 0.599
H 12.99668 5.07108 20.58646 0.0 0.1 0.0 0.467
H 18.80445 7.72126 19.20006 -0.2 0.1 0.0 0.514
H 19.56730 6.86888 17.01031 0.0 -0.1 -0.2 0.576
H 13.79684 8.56062 14.15497 0.1 0.0 0.1 0.256
H 13.00155 9.69239 16.19870 -0.2 0.0 0.0 0.558
H 14.37334 9.59073 18.25695 -0.1 0.1 0.1 0.758
S 19.93072 7.85484 13.59200 -0.1 -0.1 -1.4 -0.365
C 18.98310 7.09739 12.48214 0.5 0.5 0.4 0.546
N 18.24412 6.57443 11.71250 -0.2 0.2 0.4 -0.732
C 16.05950 11.40661 10.45214 0.3 -0.1 0.1 -0.865
N 15.52687 10.14400 10.97747 0.0 0.1 -0.1 0.086
C 14.19184 9.83982 11.09709 0.4 -0.5 0.2 -1.010
C 14.13680 8.58521 11.62896 0.5 0.0 -0.3 -0.528
N 15.43048 8.10406 11.81155 -0.2 0.5 0.1 0.693
C 16.23524 9.08752 11.41436 -0.4 -0.2 0.1 -0.352
H 15.68352 11.59163 9.44044 0.1 -0.1 0.3 0.340
H 17.15239 11.32912 10.43222 -0.3 0.1 -0.1 0.307
H 15.77326 12.23127 11.11174 0.0 -0.2 -0.1 0.334
H 13.42628 10.50263 10.75159 -0.2 0.2 0.0 0.483
H 13.26832 7.98963 11.83227 -0.1 -0.1 0.1 0.451
H 17.31164 9.06163 11.43885 0.1 -0.1 0.0 0.365
```
Positions in Å, forces in eV/Å.

Its largest force on an atom is 0.04848 hartree/bohr. The HOMO energy (alpha / beta) comes out at -11.63 / -11.63 eV. As for the total charge: +2. The multiplicity is 1. The value obtained for the energy relative to the best compared isomer or geometry (same formula, charge and spin) is 0.298 eV. Its lowest unoccupied orbital energy (alpha / beta) is -7.38 / -7.38 eV.

=====

(2)
Entry from the Open Molecules 2025 dataset: a molecular structure, C39H31Cl5N6RuTe in a non-equilibrium geometry (wB97M-V/def2-TZVPD).

XYZ file:
```
83
Properties=species:S:1:pos:R:3:forces:R:3:mulliken_charge:R:1
Ru -0.70533 0.68188 1.23883 0.6 -0.2 -1.1 0.051
N -3.04613 -0.23372 4.55173 1.0 0.7 -0.9 -0.079
C -1.87473 -0.28142 5.30413 -0.8 -0.1 -0.3 -0.957
C -0.84373 -0.04542 4.45293 0.2 0.0 0.0 -0.601
N -1.30643 0.19978 3.20163 -3.2 0.3 0.0 1.011
C -2.66733 0.10968 3.25833 2.8 -0.7 3.0 -0.311
C -3.42493 0.24278 2.10563 -1.6 0.6 -3.6 -0.204
N -2.82683 0.42558 0.89203 -0.6 -0.7 2.5 0.529
C -3.82533 0.56648 -0.01137 -0.1 0.0 -0.2 -0.575
C -5.03913 0.46398 0.59073 -0.1 0.0 0.7 -0.848
N -4.80603 0.30098 1.95393 1.4 -0.3 -0.5 -0.075
H -3.96673 -0.12122 4.93683 0.0 -0.2 0.0 0.239
H -1.89783 -0.50832 6.34983 0.0 0.0 0.2 0.450
H 0.21107 -0.04942 4.66163 0.1 0.0 0.0 0.439
H -3.60963 0.74248 -1.04687 0.1 0.0 -0.2 0.512
H -6.03353 0.53508 0.20163 -0.2 0.0 -0.1 0.451
H -5.47213 -0.05942 2.61523 0.0 0.1 0.0 0.220
Cl 2.64467 -0.34172 0.82053 0.4 -0.1 -0.2 0.064
C 2.37737 1.01918 1.83633 -0.1 0.0 -0.1 0.573
C 1.05717 1.45128 2.02603 0.0 -0.3 0.2 -1.559
C 0.92987 2.52868 2.91653 0.2 -0.3 -0.2 1.574
Cl -0.67183 3.11958 3.23603 -0.2 0.4 0.4 -0.225
C 1.99657 3.13618 3.56853 0.2 0.0 -0.1 -0.300
Cl 1.74397 4.41958 4.69523 0.0 0.1 0.1 -0.230
C 3.29087 2.69868 3.30363 -0.2 0.0 0.0 0.581
Cl 4.64197 3.45588 4.06113 0.1 0.1 0.1 -0.227
C 3.47807 1.63188 2.42893 -0.1 0.1 0.0 -0.150
Cl 5.07607 1.10098 2.07583 0.2 -0.1 0.0 -0.225
N -0.72783 3.73168 0.21263 0.0 0.3 -0.1 0.652
C -0.95573 5.04998 0.11823 0.0 0.0 0.1 -0.348
C -2.31493 5.22488 0.24383 0.0 0.1 0.0 -1.136
C -2.82383 3.92918 0.41023 0.2 0.2 0.1 -0.453
N -1.84773 3.04098 0.39043 0.3 -0.6 0.2 0.308
H 0.14257 3.21528 0.11873 -0.1 0.0 -0.1 -0.308
H -0.15433 5.74688 -0.00997 0.2 0.2 -0.1 0.520
H -2.85693 6.14828 0.21923 -0.1 0.2 0.0 0.425
H -3.84323 3.62178 0.54303 -0.2 -0.1 0.0 0.401
C 0.03737 0.96028 -0.57187 -0.3 0.1 0.2 -0.440
C 0.68677 1.26958 -1.57417 -0.1 0.2 -0.3 0.077
C 1.50027 1.64588 -2.63657 -0.3 -0.3 0.7 -0.519
C 1.24677 2.85688 -3.34897 -0.1 0.5 -0.4 0.891
C 2.00597 3.26758 -4.46277 0.0 -0.2 0.1 -0.707
C 1.78807 4.48678 -5.06047 0.0 0.3 -0.2 -0.731
C 0.78107 5.33108 -4.61577 0.0 0.1 -0.1 -0.562
C -0.05603 4.89378 -3.59757 0.0 0.2 -0.1 -0.558
C 0.16607 3.68678 -2.97947 0.1 -0.2 0.1 -0.580
C 2.60327 0.75238 -2.94907 0.4 -0.3 -0.3 0.698
C 2.39397 -0.63132 -2.89667 -0.1 0.2 0.0 -0.490
C 3.39317 -1.51192 -3.24917 0.1 -0.2 0.0 -0.555
C 4.63317 -1.04142 -3.65597 0.1 0.0 0.0 -0.468
C 4.87687 0.32238 -3.65237 0.2 -0.1 -0.1 -0.662
C 3.88247 1.20728 -3.29017 -0.2 0.0 0.1 -0.599
H 2.76277 2.61488 -4.86847 0.0 0.0 0.0 0.589
H 2.41057 4.78578 -5.89257 0.0 0.0 -0.1 0.377
H 0.63387 6.29778 -5.07467 0.0 0.1 -0.1 0.366
H -0.89323 5.50648 -3.29137 -0.1 0.0 0.1 0.425
H -0.50493 3.34668 -2.20597 0.0 -0.1 0.1 0.558
H 1.42167 -0.99342 -2.59347 -0.1 0.0 0.1 0.418
H 3.20367 -2.57542 -3.21377 0.0 -0.1 0.0 0.404
H 5.40817 -1.73012 -3.96057 0.1 -0.1 0.0 0.387
H 5.85157 0.69878 -3.93527 0.1 0.0 0.0 0.374
H 4.10487 2.26248 -3.23877 0.0 0.1 0.0 0.684
C -0.76383 -8.36162 -0.06457 0.0 0.1 0.0 -1.482
C -0.73303 -6.87192 0.11703 0.0 0.0 0.0 0.802
C 0.39217 -6.12632 -0.19267 0.0 -0.2 0.1 -1.115
C 0.45627 -4.76232 0.05873 0.1 0.2 0.0 1.080
C 1.69797 -4.00242 -0.28817 0.1 0.0 0.0 -1.171
C -0.62653 -4.12042 0.65783 0.0 0.8 -0.5 -0.540
Te -0.43923 -2.13262 1.51473 0.2 -0.4 0.9 -0.033
C -1.79903 -4.84452 0.88743 -0.2 0.3 0.1 1.291
C -3.01433 -4.17192 1.44763 -0.1 -0.1 0.0 -1.556
C -1.83813 -6.20332 0.62303 0.2 -0.1 0.0 -1.011
H 0.13947 -8.71612 -0.55377 0.1 -0.1 -0.1 0.345
H -1.62243 -8.66402 -0.66177 -0.1 -0.1 -0.1 0.340
H -0.84163 -8.85572 0.90423 0.0 -0.1 0.0 0.301
H 1.25537 -6.62232 -0.61767 0.1 -0.1 -0.1 0.245
H 2.34177 -4.57962 -0.94797 0.1 -0.1 -0.1 0.389
H 2.25877 -3.76022 0.61413 0.0 0.1 0.1 0.314
H 1.44317 -3.06362 -0.77707 0.1 0.1 0.0 0.006
H -3.21933 -3.24672 0.91103 0.0 0.1 0.1 0.230
H -2.85083 -3.92042 2.49513 0.0 0.2 0.0 0.318
H -3.88173 -4.82252 1.37653 -0.2 -0.2 0.0 0.384
H -2.74153 -6.75982 0.84013 -0.1 0.0 0.0 0.299
```
Positions in Å, forces in eV/Å.

Its largest force on an atom is 0.08123 hartree/bohr. The HOMO energy (alpha / beta) comes out at -3.17 / -3.53 eV. As for the total charge: -1. The multiplicity is 2. The value obtained for the energy relative to the best compared isomer or geometry (same formula, charge and spin) is 1.851 eV. The expectation value of S² is 0.842. Its lowest unoccupied orbital energy (alpha / beta) is 1.77 / 1.77 eV.

=====

(3)
Entry from the Open Molecules 2025 dataset: a molecular structure, C39H31Cl5P2SrTe (wB97M-V/def2-TZVPD).

XYZ file:
```
79
Properties=species:S:1:pos:R:3:forces:R:3:mulliken_charge:R:1
Sr 0.34427 0.94583 -3.07389 0.1 0.0 -0.1 1.290
C 1.89911 -1.77824 0.85193 0.0 0.0 0.0 -0.684
C 0.40703 -1.96622 1.14659 0.0 0.0 0.0 -1.081
P -0.35901 -0.33530 1.58195 0.0 0.0 0.0 0.723
C -2.12593 -0.75911 1.75074 0.0 0.0 0.0 -0.054
C -2.64107 -2.05020 1.66211 0.0 0.0 0.0 0.153
C -4.00176 -2.27913 1.82247 0.0 0.0 0.0 -0.866
C -4.86152 -1.22216 2.07852 0.0 0.0 0.0 -0.436
C -4.36068 0.07027 2.16063 0.0 0.0 0.0 -0.759
C -3.00515 0.29858 1.98728 0.0 0.0 0.0 -0.365
C 0.16579 -0.23594 3.34025 0.0 0.0 0.0 0.376
C -0.50024 -0.88495 4.37968 0.0 0.0 0.0 -0.717
C -0.02670 -0.80363 5.68008 0.0 0.0 0.0 -0.699
C 1.12339 -0.07687 5.96058 0.0 0.0 0.0 -0.596
C 1.79427 0.57298 4.93612 0.0 0.0 0.0 -0.676
C 1.31253 0.49967 3.63550 0.0 0.0 0.0 0.152
C 2.08636 -0.99803 -0.45439 0.0 -0.1 0.1 0.934
P 3.67377 -0.05344 -0.74908 0.0 0.0 0.0 -0.493
C 4.19731 0.49820 0.92148 0.0 0.0 0.0 0.600
C 4.20937 1.81774 1.36793 0.0 0.0 0.0 -0.299
C 4.70807 2.13739 2.62519 0.0 0.0 0.0 -0.605
C 5.20111 1.14435 3.45605 0.0 0.0 0.0 -0.620
C 5.21572 -0.17228 3.01537 0.0 0.0 0.0 -0.529
C 4.73563 -0.48615 1.75509 0.0 0.0 0.0 -0.389
C 2.89399 1.48068 -1.42161 0.0 0.0 0.0 0.612
C 1.86496 2.16223 -0.75103 0.0 0.0 0.0 0.632
C 1.28651 3.29575 -1.30719 0.0 0.0 0.0 -0.873
C 1.70558 3.75347 -2.55705 0.0 0.0 0.0 -0.599
C 2.70717 3.07797 -3.24026 0.0 0.0 0.0 -0.823
C 3.30478 1.95470 -2.66742 0.0 0.0 0.0 -0.663
H 2.39274 -2.75079 0.78882 0.0 0.0 0.0 0.353
H 2.35786 -1.25079 1.68964 0.0 0.0 0.0 0.141
H 0.26421 -2.67612 1.96444 0.0 0.0 0.0 0.770
H -0.10077 -2.35662 0.26174 0.0 0.0 0.0 0.241
H -1.98784 -2.89010 1.46213 0.0 0.0 0.0 0.315
H -4.38995 -3.28620 1.73472 0.0 0.0 0.0 0.406
H -5.92244 -1.40187 2.19471 0.0 0.0 0.0 0.397
H -5.02938 0.90200 2.34137 0.0 0.0 0.0 0.433
H -2.61949 1.31189 2.03196 0.0 0.0 0.0 0.406
H -1.40079 -1.45030 4.17130 0.0 0.0 0.0 0.285
H -0.55749 -1.30747 6.47799 0.0 0.0 0.0 0.417
H 1.49062 -0.01350 6.97698 0.0 0.0 0.0 0.383
H 2.68937 1.14488 5.14430 0.0 0.0 0.0 0.440
H 1.83827 1.02412 2.84311 0.0 0.0 0.0 0.192
H 1.24389 -0.30601 -0.52273 0.0 0.1 0.0 -0.814
H 1.98862 -1.69012 -1.29613 0.0 0.0 0.0 0.496
H 3.84067 2.61539 0.73760 0.0 0.0 0.0 0.439
H 4.70993 3.16971 2.95140 0.0 0.0 0.0 0.387
H 5.58512 1.39442 4.43673 0.0 0.0 0.0 0.446
H 5.61184 -0.95469 3.64960 0.0 0.0 0.0 0.415
H 4.78175 -1.51376 1.41148 0.0 0.0 0.0 0.393
H 1.50302 1.79637 0.20417 0.0 0.0 0.0 -0.043
H 0.50028 3.81281 -0.77217 0.0 0.0 0.0 0.488
H 1.24238 4.62577 -2.99978 0.0 0.0 0.0 0.422
H 3.01285 3.40981 -4.22253 0.0 0.0 0.0 0.518
H 4.08575 1.42969 -3.20390 0.0 0.0 0.0 0.386
Cl -0.58267 -3.04330 -2.35996 0.0 0.0 0.0 -0.193
C -1.80848 -1.86113 -1.92815 0.0 0.0 0.0 -0.271
C -1.43662 -0.52998 -1.89360 0.0 -0.1 0.0 -1.661
C -2.46089 0.33599 -1.60635 -0.1 0.0 0.0 2.626
Cl -2.05343 2.07426 -1.56176 0.0 0.0 0.0 -0.289
C -3.79129 -0.01674 -1.40827 0.0 0.0 0.0 -0.350
Cl -5.02210 1.16535 -1.17619 0.0 0.0 0.0 -0.175
C -4.10892 -1.37004 -1.45147 0.0 0.0 0.0 0.111
Cl -5.74318 -1.87906 -1.27143 0.0 0.0 0.0 -0.171
C -3.10223 -2.30948 -1.68804 0.0 0.0 0.0 -0.212
Cl -3.49073 -3.98889 -1.70172 0.0 0.0 0.0 -0.184
Te 0.91508 1.06813 -6.14814 0.0 0.0 0.0 0.009
C -1.01297 0.35491 -5.57394 0.0 0.0 0.0 -1.748
C -2.03021 1.24688 -5.21011 0.0 0.0 0.0 0.166
C -3.28494 0.78850 -4.81954 0.0 0.0 0.0 -0.451
C -3.55074 -0.57132 -4.78450 0.0 0.0 0.0 -0.274
C -2.54693 -1.46950 -5.12330 0.0 0.0 0.0 -0.615
C -1.29190 -1.01468 -5.50368 0.0 0.0 0.0 0.127
H -1.84662 2.31478 -5.27048 0.0 0.0 0.0 0.513
H -4.05307 1.50127 -4.54323 0.0 0.0 0.0 0.441
H -4.52703 -0.93027 -4.48298 0.0 0.0 0.0 0.440
H -2.73684 -2.53549 -5.07967 0.0 0.0 0.0 0.354
H -0.51899 -1.72690 -5.76410 0.0 0.0 0.0 0.445
```
Positions in Å, forces in eV/Å.

Its largest force on an atom is 0.00285 hartree/bohr. The HOMO energy comes out at -7.18 eV. The multiplicity is 1. The value obtained for the energy relative to the best compared isomer or geometry (same formula, charge and spin) is 0.371 eV. Its lowest unoccupied orbital energy is -0.32 eV.

=====

How do the records compare in E? In the order shown, they have -2923.6800 -4497.1263 -4787.2124 Eh.